Entry 1:
Formula: C5H7O3Pr
Source: OMol25
Level of theory: ωB97M-V with the def2-TZVPD basis set

Last column: Löwdin charge in e.
CARTESIAN COORDINATES (ANGSTROEM)
O -0.3945 1.1781 0.4417  0.20
C -1.4874 1.1587 1.3020  -0.69
O -2.5021 0.5002 1.0131  -0.01
Pr -3.7909 1.2531 3.3860  1.85
O -1.3320 1.7543 2.3792  0.01
C -0.4403 0.5470 -0.6948  0.05
H -1.3513 -0.0121 -0.9305  0.19
H 0.5514 0.5201 -2.5601  0.18
C 0.7652 0.4696 -1.4888  0.00
H 1.5676 1.1279 -1.1432  0.18
C 1.0118 -1.0021 -1.0435  -0.04
C 1.5555 -1.2750 0.2836  0.26
H 1.4026 -1.5698 -1.8937  0.19
H 2.2115 -0.4878 0.6741  0.17
H 0.3175 -1.8853 -0.2568  0.31
H 1.9154 -2.2769 0.5317  0.15

Values from the calculation:
Energy relative to the best compared isomer or geometry (same formula, charge and spin) in eV: 1.850
Total charge: +3
E_HOMO (spin up / spin down) in eV: -18.59 / -21.76
F_max in eV/Å: 5.23
Kohn-Sham gap (spin up / spin down) in eV: 4.569 / 7.747
Total energy in Ha: -936.139645
Spin multiplicity: 4

Entry 2:
Formula: C5H5NS
Source: OMol25
Level of theory: ωB97M-V with the def2-TZVPD basis set

Last column: natural (NBO) charge in e.
CARTESIAN COORDINATES (ANGSTROEM)
S -2.8411 0.0228 0.0383  0.13
C -1.3359 -0.4375 -0.0074  -0.08
C -0.0397 -0.5273 0.9667  -0.18
C 0.5885 0.7130 0.7587  -0.21
C 0.3914 1.1186 -0.5973  -0.22
C -0.2512 -0.2639 -1.1033  -0.16
N 0.5642 -1.3818 -0.2566  -0.58
H -0.0785 -0.9752 1.8935  0.22
H 0.8177 1.1898 1.7837  0.23
H 0.8698 2.1284 -0.8865  0.26
H -0.3554 -0.3357 -2.1796  0.23
H 1.6701 -1.2512 -0.4103  0.36

Values from the calculation:
Energy relative to the best compared isomer or geometry (same formula, charge and spin) in eV: 4.677
Total charge: 0
Structure (SMILES): S=C1[C@@H]2C=C[C@H]1N2
E_HOMO in eV: -8.72
F_max in eV/Å: 5.64
Kohn-Sham gap in eV: 8.552
Total energy in Ha: -646.280946

Entry 3:
Formula: C6H12O
Source: OMol25
Level of theory: ωB97M-V with the def2-TZVPD basis set

Last column: natural (NBO) charge in e.
CARTESIAN COORDINATES (ANGSTROEM)
C -0.3046 0.5751 2.4394  -0.61
C -0.7316 1.3481 1.1938  -0.39
C -0.9294 0.4232 0.0106  -0.36
C -0.7356 0.8747 -1.4055  -0.53
C 0.3792 0.1484 -0.6850  -0.06
C 1.6794 -1.7040 -1.5998  -0.25
O 0.2822 -1.4959 -1.3012  -0.57
H -0.0935 1.2436 3.2809  0.21
H 0.6034 -0.0005 2.2232  0.21
H -1.0851 -0.1274 2.7566  0.19
H 0.0606 2.0598 0.9289  0.21
H -1.6364 1.9384 1.3874  0.20
H -1.6843 -0.3546 0.1470  0.21
H -0.5191 1.9141 -1.6463  0.22
H -1.3393 0.3644 -2.1535  0.22
H 1.9182 -0.9787 -2.3758  0.22
H 1.8188 -2.7285 -1.9487  0.18
H 2.2778 -1.4635 -0.7190  0.21
H 0.0394 -2.0367 -0.5330  0.50

Values from the calculation:
Energy relative to the best compared isomer or geometry (same formula, charge and spin) in eV: 5.079
Total charge: 0
E_HOMO in eV: -7.61
F_max in eV/Å: 0.31
Kohn-Sham gap in eV: 8.280
Total energy in Ha: -310.872626